[1]
C23H23N4O3PdS | wB97M-V/def2-TZVPD

## Properties
* energy relative to the best compared isomer or geometry (same formula, charge and spin): 2.8850 eV
* HOMO-LUMO gap: 6.426 eV
* net charge: +1
* E_tot: -50635.6030 eV
* HOMO energy: -11.2 eV
* strongest force on any atom: 0.0576 Eh/bohr

CARTESIAN COORDINATES (ANGSTROEM)
Pd 0.11630 -0.11588 -0.13710
C 2.17539 -3.44153 -0.59004
C 2.07251 -2.30342 0.41248
C 2.92558 -2.53773 1.65146
O 2.41605 -1.03925 -0.20840
C 0.59602 -1.97157 0.77440
O -0.30041 -2.33084 -0.02743
O 0.40134 -1.22299 1.76144
H 3.21737 -3.63668 -0.83742
H 1.61975 -3.20604 -1.49623
H 1.74957 -4.34551 -0.16611
H 3.97846 -2.59535 1.38359
H 2.63249 -3.47338 2.11695
H 2.77524 -1.73200 2.36635
H 3.12471 -1.19676 -0.84771
N -1.96216 0.72546 0.56719
C -1.89506 2.13328 0.67476
C -3.01307 2.93399 0.66458
C -2.91336 4.31670 0.87241
C -1.70004 4.89586 1.12467
C -0.52243 4.11825 1.09211
C 0.76853 4.65160 1.28753
C 1.86520 3.84305 1.13804
C 1.68337 2.50085 0.76845
N 0.49449 1.96443 0.61344
C -0.61034 2.72793 0.80910
H -1.66593 0.26728 1.43982
H -2.89725 0.40898 0.30966
H -3.98543 2.48805 0.52390
H -3.81144 4.91338 0.85743
H -1.62786 5.95349 1.32804
H 0.87337 5.69254 1.55120
H 2.86348 4.22624 1.28058
H 2.53832 1.85620 0.58945
S -2.07949 0.79655 -6.35676
C -1.29799 0.49776 -4.77807
C -0.28349 1.32990 -4.32219
C 0.26485 1.07963 -3.07677
N -0.13960 0.07488 -2.30312
C -1.11023 -0.73280 -2.74124
C -1.71371 -0.55733 -3.97405
C -0.89082 -0.18536 -7.29644
C -1.16449 -1.51504 -7.56281
C -0.21969 -2.23011 -8.28874
N 0.90469 -1.69550 -8.71956
C 1.14829 -0.42361 -8.47969
C 0.27750 0.39023 -7.76483
H 0.05475 2.16755 -4.91074
H 1.05178 1.70505 -2.67202
H -1.39933 -1.54981 -2.08102
H -2.50257 -1.21712 -4.29716
H -2.07759 -1.97683 -7.22361
H -0.37416 -3.27288 -8.52660
H 2.07817 -0.03425 -8.87053
H 0.50164 1.42988 -7.58909

Cartesian forces (eV/Å) of the 6 atoms listed first:
Pd -0.10 -0.08 -0.62
C -0.19 0.27 0.08
C -0.08 -0.15 0.23
C -0.30 0.19 -0.17
O 1.07 -0.21 -0.28
C 1.97 -2.20 0.18

[2]
C4H6NO2 | wB97M-V/def2-TZVPD

## Properties
* energy relative to the best compared isomer or geometry (same formula, charge and spin): 4.5828 eV
* HOMO-LUMO gap: 8.159 eV
* net charge: +1
* E_tot: -9818.0183 eV
* HOMO energy: -15.6 eV
* strongest force on any atom: 0.1120 Eh/bohr

CARTESIAN COORDINATES (ANGSTROEM)
C 0.76625 -1.06431 -1.17163
C -0.38539 -0.99861 -0.23128
O -1.07795 -1.88675 0.10358
C -0.56264 0.48450 0.23274
C 0.52267 1.00806 1.08714
N -1.82956 0.90176 0.10081
O -2.93865 1.17492 -0.07304
H 1.34450 -2.07097 -1.07728
H 1.43785 -0.24047 -0.96313
H 0.32437 -1.02619 -2.15555
H 1.50302 1.00165 0.70549
H 0.41406 2.17202 1.26974
H 0.48148 0.54438 2.17242

Cartesian forces (eV/Å) of the 6 atoms listed first:
C 1.38 -1.87 0.67
C 0.63 -0.96 -1.22
O -0.68 0.12 0.60
C -5.65 1.10 -0.02
C -1.38 3.56 3.61
N 4.01 -0.80 0.91

[3]
C8H32O8 | wB97M-V/def2-TZVPD

## Properties
* energy relative to the best compared isomer or geometry (same formula, charge and spin): 3.8794 eV
* HOMO-LUMO gap: 9.950 eV
* net charge: 0
* E_tot: -25190.9194 eV
* HOMO energy: -9.5 eV
* strongest force on any atom: 0.0447 Eh/bohr

CARTESIAN COORDINATES (ANGSTROEM)
C -0.34750 -3.96039 -0.93532
O -0.66882 -5.32368 -0.70224
H 0.21582 -3.65550 -0.05338
H 0.40734 -3.89547 -1.71897
H -1.14912 -3.24748 -1.12837
H 0.13814 -5.83937 -0.63533
C -0.53901 -0.53527 -0.25775
O 0.57466 -1.11846 -0.93243
H -1.19945 -1.22471 0.26818
H -0.29311 0.25351 0.45320
H -1.18700 -0.09776 -1.01722
H 0.68450 -0.62388 -1.74785
C 2.04602 0.19177 -3.92372
O 0.81061 0.27349 -3.29560
H 1.92897 -0.25272 -4.91206
H 2.48824 1.18603 -3.98692
H 2.69214 -0.46107 -3.33683
H 0.38735 1.04753 -3.67416
C 3.59391 0.02767 -0.02997
O 3.33120 -1.28324 -0.63519
H 4.19703 -0.15208 0.85999
H 4.19615 0.68310 -0.65911
H 2.65747 0.55912 0.13950
H 2.38144 -1.42297 -0.63027
C 1.76963 -0.50614 3.09074
O 0.55271 0.15801 3.26369
H 1.96086 -1.22804 3.88471
H 1.90983 -1.00797 2.13334
H 2.57354 0.21578 3.23445
H -0.03882 -0.54324 3.54641
C -2.67076 2.87511 0.18340
O -4.07174 2.82964 0.14369
H -2.16547 1.98465 0.55739
H -2.21860 3.16127 -0.76621
H -2.44585 3.71567 0.83989
H -4.32723 1.91564 -0.00098
C -4.15662 -0.35070 0.87007
O -4.72889 0.11063 -0.34587
H -3.09823 -0.10903 0.96757
H -4.70694 0.14059 1.67249
H -4.23208 -1.43501 0.95177
H -5.43123 -0.45190 -0.68034
C 1.60044 3.14585 1.30493
O 0.30548 2.64878 1.70832
H 1.79539 4.16620 1.63504
H 2.35670 2.44278 1.65405
H 1.71773 2.99125 0.23235
H 0.40328 2.00197 2.41094

Cartesian forces (eV/Å) of the 6 atoms listed first:
C 2.18 -0.31 0.66
O -1.36 -0.18 -0.35
H -0.23 0.73 0.19
H -0.28 0.23 -0.47
H -0.36 -0.79 0.04
H 0.05 0.25 -0.06

[4]
C2H4OS | wB97M-V/def2-TZVPD

## Properties
* energy relative to the best compared isomer or geometry (same formula, charge and spin): 1.4747 eV
* HOMO-LUMO gap: 9.638 eV
* net charge: 0
* E_tot: -15019.9909 eV
* HOMO energy: -8.8 eV
* strongest force on any atom: 0.0707 Eh/bohr

CARTESIAN COORDINATES (ANGSTROEM)
O -0.52787 1.58990 -0.15722
C 0.14100 0.69378 0.54601
C 0.35236 -0.63513 -0.05812
S 1.92023 0.32749 -0.04800
H -0.33438 1.50457 -1.18423
H 0.04313 0.56136 1.65558
H 0.22541 -1.52513 0.57807
H 0.18890 -0.85529 -1.04804

Cartesian forces (eV/Å) of the 6 atoms listed first:
O -0.96 1.96 -2.91
C 1.75 -3.08 -0.21
C 1.02 -0.57 2.19
S -0.46 0.05 1.06
H -0.37 0.02 3.32
H -0.22 1.26 -1.19